(1)
{
  "formula": "C32H40N4O9P2SSc",
  "method": "ωB97M-V with the def2-TZVPD basis set",
  "charge": -1,
  "species": ["Sc", "C", "C", "C", "C", "C", "C", "C", "C", "C", "C", "H", "H", "H", "H", "H", "H", "H", "H", "H", "H", "H", "H", "H", "H", "H", "N", "C", "C", "P", "O", "O", "O", "P", "O", "O", "O", "H", "H", "H", "H", "H", "H", "H", "H", "O", "C", "O", "C", "C", "C", "C", "C", "C", "S", "H", "H", "H", "H", "C", "C", "C", "C", "C", "N", "C", "O", "N", "C", "C", "C", "C", "N", "C", "C", "C", "H", "H", "H", "H", "H", "H", "H", "H", "H", "H", "H", "H", "H"],
  "positions_angstrom": [[0.90546, 0.85850, 1.21936], [3.92875, 0.31955, 0.66462], [3.17529, 1.52139, 0.52933], [2.51437, 1.47109, -0.73271], [2.79603, 0.22459, -1.31093], [3.71016, -0.46126, -0.47828], [4.26137, -1.82192, -0.79333], [2.26167, -0.25414, -2.62659], [1.94387, 2.64224, -1.48181], [3.39008, 2.76068, 1.36139], [4.82598, 0.03334, 1.83311], [3.53900, -2.63539, -0.65174], [5.13908, -2.06125, -0.18575], [4.58495, -1.88392, -1.83481], [1.23679, 0.09096, -2.77679], [2.25322, -1.34576, -2.69074], [2.84681, 0.10795, -3.48006], [1.72983, 3.48105, -0.81864], [1.01490, 2.40249, -1.99800], [2.66683, 2.99414, -2.22793], [2.50861, 3.40847, 1.40147], [4.21360, 3.37478, 0.97475], [3.62097, 2.50519, 2.39794], [5.59943, 0.79936, 1.94870], [5.35826, -0.91799, 1.72983], [4.27205, 0.00850, 2.77742], [0.07962, -2.86632, 4.22939], [1.20386, -1.97617, 3.87098], [2.41160, -2.18068, 4.79098], [0.71563, -0.20198, 4.01917], [-0.61649, -0.22169, 3.07957], [0.43305, 0.08723, 5.43430], [1.75037, 0.55446, 3.19571], [1.62528, -2.32101, 2.12642], [3.14102, -2.75505, 2.02940], [0.81029, -3.63470, 1.81743], [1.35234, -1.20994, 1.17411], [-0.67491, -2.33993, 4.65718], [0.40136, -3.54455, 4.91430], [0.14949, -3.68697, 2.55086], [2.10490, -1.94702, 5.81051], [3.23609, -1.52401, 4.51931], [2.77174, -3.21099, 4.73325], [-0.99733, 0.68904, 3.13984], [3.63176, -2.09620, 1.51302], [-1.62822, 2.53001, -1.50010], [-1.24176, 2.60185, -0.34014], [-0.23042, 1.93076, 0.10963], [-1.93998, 3.46926, 0.67036], [-3.03175, 4.19797, 0.18633], [-3.76345, 5.03729, 0.99980], [-3.39458, 5.15343, 2.33713], [-2.32168, 4.44026, 2.82825], [-1.56061, 3.57429, 2.02061], [-0.23276, 2.74516, 2.84598], [-3.27832, 4.07679, -0.85959], [-4.60356, 5.59491, 0.60512], [-3.95095, 5.80414, 3.00180], [-2.04231, 4.53228, 3.86916], [-3.03418, 2.13843, -3.98251], [-2.95628, 0.63967, -4.02029], [-4.09254, -0.15582, -4.09451], [-4.01049, -1.54012, -4.02003], [-2.77769, -2.16221, -3.89218], [-2.74819, -3.57225, -3.72299], [-1.90013, -4.37277, -2.98226], [-1.72683, -5.53775, -3.29066], [-1.25959, -3.81956, -1.89406], [-1.67804, -2.71573, -1.10859], [-3.00213, -2.48110, -0.77558], [-3.31285, -1.30819, -0.11177], [-2.29101, -0.42641, 0.20540], [-1.01405, -0.67564, -0.06645], [-0.72024, -1.80302, -0.69909], [-1.62579, -1.38394, -3.89989], [-1.72400, -0.00452, -3.93852], [-4.04096, 2.48618, -4.21985], [-2.34216, 2.58685, -4.69645], [-2.75916, 2.50979, -2.99360], [-5.06666, 0.31274, -4.16967], [-4.91297, -2.13967, -4.01176], [-3.30367, -4.11986, -4.36271], [-0.54461, -4.41604, -1.50621], [-3.77289, -3.18130, -1.06867], [-4.33482, -1.06678, 0.14372], [-2.50389, 0.51624, 0.69903], [0.32427, -1.96554, -0.94270], [-0.65462, -1.85387, -3.82885], [-0.82051, 0.58762, -3.87820]],
  "atomic_forces_ev_per_a": [[0.45, -0.20, 0.25], [0.04, 0.01, -0.02], [0.04, 0.23, 0.13], [-0.03, 0.11, -0.14], [-0.03, -0.01, 0.06], [-0.11, -0.03, 0.07], [0.08, -0.05, 0.01], [0.01, -0.03, -0.05], [0.07, 0.06, -0.02], [0.00, 0.10, 0.07], [0.06, -0.04, 0.04], [-0.05, 0.01, -0.01], [0.00, 0.01, 0.02], [0.02, 0.02, -0.01], [-0.05, 0.02, 0.01], [0.00, -0.02, 0.02], [0.02, 0.01, 0.00], [-0.02, -0.01, 0.01], [-0.01, -0.04, -0.03], [0.00, 0.00, 0.01], [0.01, -0.05, -0.04], [0.01, -0.04, 0.00], [0.00, -0.01, -0.03], [-0.02, 0.02, -0.02], [-0.01, -0.01, -0.03], [-0.04, 0.00, 0.00], [0.04, -0.21, 0.15], [-0.01, 0.10, 0.00], [-0.03, -0.07, 0.00], [0.30, 0.00, 0.10], [-0.07, -0.17, 0.01], [0.03, -0.03, -0.02], [-0.08, -0.04, 0.31], [-0.01, 0.21, -0.18], [-0.05, -0.16, 0.07], [0.08, -0.03, -0.09], [-0.06, -0.54, 0.04], [0.01, 0.03, -0.05], [-0.09, 0.09, -0.02], [-0.12, -0.06, 0.12], [0.01, 0.00, 0.00], [0.00, 0.03, -0.03], [-0.01, 0.00, 0.02], [-0.11, 0.15, 0.03], [0.12, 0.15, -0.10], [0.28, 0.09, 0.36], [0.29, -0.15, 0.49], [-0.75, 0.55, -0.94], [-0.03, -0.02, -0.20], [0.02, 0.02, 0.09], [-0.01, -0.01, -0.05], [0.00, 0.00, 0.03], [-0.01, 0.00, -0.03], [0.04, -0.01, 0.09], [-0.03, 0.01, -0.25], [-0.01, 0.01, -0.02], [0.00, 0.00, 0.00], [0.00, 0.01, 0.01], [0.02, -0.01, 0.03], [-0.24, 0.07, -0.15], [0.04, 0.10, 0.02], [-0.03, -0.07, -0.01], [-0.03, 0.10, 0.08], [-0.05, 0.00, 0.18], [0.01, -0.13, 0.02], [-0.05, 0.27, -0.09], [0.04, -0.25, 0.01], [-0.11, 0.04, 0.09], [0.04, -0.02, -0.30], [-0.01, 0.01, -0.08], [0.03, 0.08, -0.02], [-0.05, 0.05, 0.04], [0.07, -0.18, 0.44], [0.10, 0.27, -0.23], [-0.02, -0.08, 0.10], [0.03, -0.02, 0.02], [-0.03, -0.04, -0.08], [0.03, 0.00, -0.04], [-0.10, -0.11, -0.26], [-0.01, 0.02, -0.01], [-0.02, -0.02, -0.01], [0.13, 0.02, 0.01], [-0.07, -0.04, -0.06], [-0.01, -0.03, -0.01], [-0.02, 0.00, 0.02], [-0.01, -0.01, 0.00], [0.01, -0.02, 0.06], [0.06, -0.05, 0.03], [0.03, 0.06, 0.00]]
}

(2)
{
  "formula": "C32H40N5O",
  "method": "ωB97M-V with the def2-TZVPD basis set",
  "smiles": "CN1C(=O)[C@@H](Cc2ccccc2)N(/C=C/[C@H](c2ccc(C#N)cc2)N2CCC[N+]3=C2CCCCC3)C1(C)C",
  "charge": 1,
  "species": ["C", "N", "C", "O", "C", "C", "C", "C", "C", "C", "C", "C", "N", "C", "C", "C", "C", "C", "C", "C", "C", "N", "C", "C", "N", "C", "C", "C", "N", "C", "C", "C", "C", "C", "C", "C", "C", "C", "H", "H", "H", "H", "H", "H", "H", "H", "H", "H", "H", "H", "H", "H", "H", "H", "H", "H", "H", "H", "H", "H", "H", "H", "H", "H", "H", "H", "H", "H", "H", "H", "H", "H", "H", "H", "H", "H", "H", "H"],
  "positions_angstrom": [[1.80474, 5.30963, -2.38202], [1.30853, 3.95382, -2.29646], [1.30022, 3.10892, -3.37202], [1.57497, 3.43953, -4.51173], [0.91657, 1.72139, -2.86169], [1.95624, 0.68081, -3.24715], [1.99169, 0.41460, -4.74654], [3.18418, 0.51578, -5.47068], [3.18602, 0.34594, -6.86251], [1.99600, 0.04916, -7.54318], [0.80498, -0.05962, -6.81348], [0.81215, 0.09046, -5.42193], [0.77631, 1.92531, -1.39700], [0.31177, 0.91114, -0.57805], [0.46730, 0.90707, 0.76375], [-0.47144, 0.02348, 1.55481], [-0.32800, 0.43242, 3.08023], [-0.86768, -0.50134, 3.97769], [-0.64224, -0.40662, 5.34802], [-0.01820, 0.73761, 5.88798], [0.14898, 0.91402, 7.32757], [0.30556, 1.08809, 8.47753], [0.46853, 1.70613, 5.01539], [0.25826, 1.59855, 3.62693], [-0.31769, -1.47157, 1.47789], [0.93813, -2.17377, 1.70754], [0.67342, -3.49813, 2.32850], [-0.22051, -4.33191, 1.42706], [-1.43732, -3.56858, 1.17925], [-1.47065, -2.24853, 1.36807], [-2.82478, -1.57211, 1.30578], [-3.87838, -2.09774, 2.29141], [-4.64744, -3.31550, 1.79694], [-3.75422, -4.52140, 1.69865], [-2.59273, -4.30134, 0.73277], [1.21983, 3.28695, -0.99776], [2.59146, 3.18308, -0.34144], [0.21558, 3.99610, -0.07736], [1.88990, 5.59203, -3.42528], [1.11409, 5.98134, -1.87310], [2.78963, 5.42051, -1.91451], [-0.09144, 1.45720, -3.27335], [2.94270, 1.02101, -2.90883], [1.72332, -0.22585, -2.67238], [4.10714, 0.74729, -4.93261], [4.12647, 0.43943, -7.41166], [1.99221, -0.10068, -8.62440], [-0.13958, -0.27328, -7.31788], [-0.10474, -0.02709, -4.83674], [-0.34055, 0.21444, -1.10921], [1.13384, 1.57710, 1.35274], [-1.46645, 0.15647, 1.18265], [-1.45224, -1.32996, 3.57715], [-0.99690, -1.20812, 6.01466], [0.96251, 2.59963, 5.45807], [0.53161, 2.46324, 3.03367], [1.49286, -2.33007, 0.78875], [1.56345, -1.54057, 2.30043], [1.59075, -4.06837, 2.53410], [0.15952, -3.37841, 3.28661], [0.27350, -4.57292, 0.45671], [-0.54026, -5.25915, 1.91216], [-3.17735, -1.70136, 0.27358], [-2.85573, -0.47539, 1.46759], [-4.57119, -1.26428, 2.50965], [-3.41269, -2.34825, 3.26526], [-5.53983, -3.44427, 2.41627], [-5.06010, -3.08529, 0.82239], [-3.44013, -4.79113, 2.70003], [-4.34598, -5.35640, 1.33005], [-3.04298, -3.86691, -0.15797], [-2.25403, -5.29141, 0.45087], [3.28720, 2.73704, -1.05736], [2.94813, 4.17799, -0.05056], [2.56442, 2.55313, 0.54765], [-0.69363, 4.24247, -0.64119], [-0.05148, 3.35518, 0.77031], [0.64392, 4.93175, 0.30286]],
  "atomic_forces_ev_per_a": [[0.02, 0.15, 0.23], [0.15, -0.42, 0.24], [0.18, 0.62, -0.22], [-0.31, -0.51, 0.71], [-1.10, 0.31, 0.31], [0.23, -0.29, -0.17], [0.03, -0.14, -0.04], [-0.30, 0.07, -0.18], [-0.15, -0.18, 0.16], [0.02, 0.15, 0.52], [0.11, -0.15, 0.23], [0.21, 0.10, -0.23], [-0.13, -0.49, -0.88], [0.66, 2.41, -0.28], [-0.10, -1.07, 0.06], [1.39, 0.75, 1.86], [-0.87, -0.21, -0.01], [0.62, 0.19, 0.43], [-0.58, 0.09, 0.45], [0.22, -0.68, -0.06], [0.42, 0.23, 2.06], [-0.44, -0.47, -2.89], [-0.29, 0.81, -0.08], [0.00, -0.64, 0.29], [-2.62, -1.61, -0.61], [0.34, 0.46, -0.60], [0.02, -1.30, 0.69], [0.40, -0.01, -0.36], [0.26, 1.43, 0.53], [1.56, 1.84, -0.64], [-0.56, 0.52, -0.13], [-0.31, -0.10, 0.65], [-0.34, 0.82, 0.18], [-0.42, 0.02, 0.32], [-1.23, -1.06, -0.15], [-0.06, -0.58, 0.33], [0.31, 0.35, -0.05], [-0.16, -0.02, -0.28], [-0.09, -0.08, -0.09], [-0.01, 0.10, -0.09], [-0.08, -0.11, -0.10], [0.78, 0.13, 0.14], [-0.11, -0.06, -0.04], [0.09, -0.03, -0.20], [-0.24, -0.01, -0.28], [-0.34, -0.05, 0.17], [0.03, 0.13, 0.35], [0.34, 0.01, 0.09], [0.16, 0.05, -0.39], [0.23, -0.14, 0.22], [-0.73, -0.83, -0.98], [0.09, 0.57, 0.15], [0.39, 0.12, 0.44], [0.10, 0.58, -0.30], [-0.47, -0.71, -0.59], [0.18, -0.28, -0.16], [-0.06, 0.17, -0.48], [0.32, 0.39, 0.64], [-0.15, 0.38, -0.15], [0.07, 0.06, 0.05], [-0.30, 0.08, 0.63], [0.25, 0.08, -0.08], [-0.09, -0.05, 0.10], [0.51, -1.04, -0.13], [0.27, -0.41, -0.19], [-0.09, 0.17, -0.38], [0.30, -0.38, 0.18], [-0.06, 0.09, -0.49], [0.42, -0.20, 0.21], [0.10, -0.18, -0.13], [0.34, 0.22, -0.25], [0.37, -0.02, -0.18], [0.05, 0.09, 0.14], [0.06, -0.24, -0.02], [0.04, 0.13, -0.09], [0.18, -0.13, 0.16], [0.06, 0.26, -0.19], [-0.06, -0.25, -0.05]]
}

(3)
{
  "formula": "C32H40N8",
  "method": "ωB97M-V with the def2-TZVPD basis set",
  "smiles": "c1cc[nH]c1.c1cc[nH]c1.c1cc[nH]c1.c1cc[nH]c1.c1cc[nH]c1.c1cc[nH]c1.c1cc[nH]c1.c1cc[nH]c1",
  "species": ["C", "C", "C", "N", "C", "H", "H", "H", "H", "H", "C", "C", "C", "N", "C", "H", "H", "H", "H", "H", "C", "C", "C", "N", "C", "H", "H", "H", "H", "H", "C", "C", "C", "N", "C", "H", "H", "H", "H", "H", "C", "C", "C", "N", "C", "H", "H", "H", "H", "H", "C", "C", "C", "N", "C", "H", "H", "H", "H", "H", "C", "C", "C", "N", "C", "H", "H", "H", "H", "H", "C", "C", "C", "N", "C", "H", "H", "H", "H", "H"],
  "positions_angstrom": [[7.18026, -3.78326, -0.63672], [6.48877, -2.70176, -1.37756], [6.35435, -2.95610, -2.71931], [6.85515, -4.24948, -2.90610], [7.34721, -4.68014, -1.68015], [7.60289, -3.88283, 0.35215], [6.17746, -1.85350, -0.78599], [5.96532, -2.28810, -3.47353], [6.91411, -4.66876, -3.82306], [7.82445, -5.64027, -1.55052], [-6.19394, 2.89074, -4.22499], [-6.56736, 3.31111, -5.49010], [-5.36810, 3.55999, -6.16356], [-4.34887, 3.12745, -5.38153], [-4.78346, 2.68567, -4.21463], [-6.79992, 2.54708, -3.39970], [-7.52737, 3.57232, -5.91029], [-5.16576, 3.83325, -7.18865], [-3.43799, 3.03746, -5.80850], [-4.10534, 2.35721, -3.44089], [0.27121, 0.03466, -0.55638], [1.47505, -0.62460, -0.32090], [1.65226, -0.58577, 1.06187], [0.56023, 0.03890, 1.61327], [-0.23246, 0.47908, 0.65204], [-0.08205, 0.22539, -1.55899], [2.00138, -1.26472, -1.01345], [2.37592, -1.06335, 1.70579], [0.40161, 0.31807, 2.57087], [-1.17506, 0.96862, 0.84761], [2.58435, -3.32346, 6.35690], [1.26267, -3.66424, 6.74833], [1.00592, -4.81882, 5.99248], [2.07203, -5.19045, 5.19340], [2.99361, -4.16080, 5.26913], [3.12917, -2.48781, 6.77073], [0.61805, -3.30608, 7.53737], [0.13174, -5.44680, 5.90395], [2.11209, -5.92435, 4.50066], [3.85771, -4.17542, 4.62142], [1.40576, 2.36077, -6.55739], [1.43469, 3.54331, -7.12195], [0.60698, 3.53567, -8.22857], [-0.16361, 2.31710, -8.21510], [0.43460, 1.57141, -7.23020], [2.02111, 1.94500, -5.77325], [2.10176, 4.36174, -6.89485], [0.42622, 4.30813, -8.96140], [-0.85112, 2.00719, -8.88695], [0.02171, 0.61038, -6.96123], [-5.84633, 3.35646, 5.14984], [-5.71801, 4.06007, 3.98283], [-5.44256, 3.17785, 3.00766], [-5.73260, 1.92917, 3.50860], [-5.80901, 2.03023, 4.87193], [-6.17739, 3.79770, 6.07835], [-5.88825, 5.11751, 3.84405], [-5.11181, 3.13283, 1.98054], [-5.77265, 1.04345, 3.02487], [-6.12451, 1.19598, 5.48093], [1.14459, -7.94640, -2.54152], [0.18793, -7.76003, -1.54034], [0.64578, -6.79463, -0.68530], [1.88033, -6.37178, -1.09885], [2.22192, -7.10005, -2.19140], [1.11138, -8.61647, -3.38787], [-0.83831, -8.09579, -1.51777], [0.15954, -6.20138, 0.07498], [2.41607, -5.60810, -0.71172], [3.11834, -6.80981, -2.71923], [-0.02315, 7.76453, 5.80247], [0.88970, 6.62227, 5.55790], [0.08574, 5.46388, 5.38108], [-1.20629, 5.82401, 5.72013], [-1.25656, 7.17075, 5.92971], [0.11150, 8.83589, 5.78159], [1.94816, 6.78217, 5.41476], [0.41266, 4.44739, 5.21905], [-1.99237, 5.20724, 5.57260], [-2.25923, 7.53824, 5.76850]],
  "atomic_forces_ev_per_a": [[-1.13, 0.35, -4.35], [0.64, 0.30, 2.17], [0.29, -0.71, 1.63], [-0.04, 1.28, 0.92], [0.62, -1.01, 0.51], [-0.44, 0.19, -0.08], [-0.17, 0.45, -0.67], [-0.01, -0.47, -0.13], [0.23, -0.28, 0.55], [-0.04, -0.12, -0.54], [1.62, -1.84, 1.48], [1.00, 1.49, -1.18], [-1.03, -0.74, -0.49], [1.11, 0.66, -2.20], [-2.16, 0.20, 1.46], [-0.21, 0.28, -0.10], [-0.05, -0.17, 0.32], [-0.14, 0.13, 0.12], [0.10, 0.02, 0.67], [-0.21, -0.04, -0.06], [-0.50, 0.85, -0.71], [0.23, -0.70, 1.75], [0.13, -0.75, -0.07], [1.20, 0.09, 1.17], [-1.62, 0.14, -2.23], [-0.45, 0.04, 0.22], [0.32, 0.42, 0.02], [0.03, 0.13, -0.13], [0.46, -0.37, -0.09], [0.21, 0.13, 0.09], [0.52, 0.00, -1.84], [0.74, -2.60, -1.51], [-0.61, -0.73, 0.15], [-0.30, 2.46, 0.29], [-0.35, 0.22, 2.33], [0.17, -0.03, -0.29], [0.21, 0.21, -0.19], [-0.12, 0.12, 0.43], [-0.36, 0.22, 0.23], [0.11, 0.13, 0.38], [-1.58, -6.01, 1.39], [0.47, 4.10, -3.28], [-2.08, -0.53, -0.13], [3.01, 1.93, 0.73], [-0.13, 0.28, 0.98], [-0.13, 0.24, 0.13], [-0.06, 0.01, 0.00], [-0.12, -0.12, 0.09], [0.33, 0.14, 0.16], [0.25, -0.05, -0.06], [-1.11, 0.08, 2.40], [0.80, 2.40, -1.01], [-0.98, -2.23, -2.13], [1.48, -0.64, 0.87], [-1.40, -0.83, -0.18], [0.32, -0.16, 0.16], [0.55, 0.04, 0.10], [-0.34, 0.95, -0.09], [0.44, 0.39, -0.11], [0.27, 0.02, -0.01], [2.06, 0.75, 0.36], [-1.02, 0.56, 0.33], [-0.04, 1.14, 0.53], [-0.40, -0.69, -0.06], [-0.52, -0.25, -1.32], [0.03, 0.09, 0.11], [0.19, -0.38, 0.03], [-0.17, -0.44, 0.13], [-0.15, -0.31, -0.05], [0.03, -0.44, -0.06], [-0.01, -2.55, -0.05], [-1.95, 0.62, -0.64], [1.38, 2.04, 1.42], [1.47, -0.72, -0.78], [-1.17, 0.19, -1.03], [0.41, -0.22, 0.18], [-0.03, -0.54, -0.03], [-0.24, 0.06, 0.02], [0.04, 0.37, 0.16], [0.06, 0.73, 0.73]]
}

Number 1: Kohn-Sham gap 6.767 eV, lowest unoccupied orbital energy 2.362 eV. Number 2: Kohn-Sham gap 7.968 eV, lowest unoccupied orbital energy -2.671 eV. Number 3: Kohn-Sham gap 8.279 eV, lowest unoccupied orbital energy 0.193 eV.